(1)
This record from the Open Molecules 2025 dataset describes C38H40CoN3O5P2S3 as an isolated structure. The level of theory is ωB97M-V/def2-TZVPD.

The value obtained for the lowest unoccupied orbital energy (spin up / spin down) is -1.81 / -1.76 eV. Its gap between HOMO and LUMO (spin up / spin down) is 0.2123 / 0.2143 hartree. As for the largest force on an atom: 0.01712 hartree/bohr. Its HOMO energy (spin up / spin down) is -0.279 / -0.279 Ha.

The geometry in XYZ format:
```
92
Properties=species:S:1:pos:R:3:forces:R:3
H 0.473 0.583 5.203 -0.01 0.00 0.00
C 4.742 -3.753 -0.499 0.02 0.01 0.00
C -3.735 1.518 -5.090 0.01 -0.02 0.05
H 1.431 0.927 -4.936 0.00 -0.04 -0.02
C 3.789 0.591 0.383 -0.04 -0.14 -0.02
H 0.242 -2.760 -2.793 0.00 0.02 -0.02
C 4.144 -0.769 4.492 -0.07 0.04 -0.01
P -0.307 -0.595 -1.927 0.00 0.31 -0.19
C -1.785 0.439 -2.296 0.10 -0.18 -0.07
C 3.027 -0.643 0.847 -0.09 0.17 0.27
C -0.460 -1.320 4.923 0.06 0.12 -0.35
C -1.427 2.477 1.201 0.14 -0.03 0.02
C 1.173 1.668 -2.363 -0.02 0.03 -0.02
C -0.866 -2.245 3.961 -0.08 -0.11 0.07
H -2.979 0.900 3.203 -0.01 0.00 -0.01
H -4.248 2.423 1.580 0.00 -0.01 0.01
N -3.034 2.333 -1.562 -0.04 -0.04 0.04
H -3.486 0.743 -5.803 0.01 0.00 0.01
H 0.638 1.041 2.734 -0.01 0.02 0.00
H 5.640 -4.332 -0.655 -0.01 0.00 0.00
O -1.666 -2.150 6.730 0.14 0.05 -0.16
H 2.182 -1.503 -3.368 0.00 0.02 0.03
H 0.298 2.302 -2.540 0.03 -0.01 0.01
H 2.035 2.149 -2.831 -0.02 0.01 -0.02
H 4.736 0.627 2.880 0.01 -0.04 0.02
C -2.250 1.322 -1.288 0.00 0.02 0.09
O -1.025 -2.185 0.309 -0.40 -0.39 0.12
C 3.307 -1.832 4.614 0.09 -0.02 0.04
C 3.472 -1.925 0.156 0.06 0.07 -0.04
H 5.180 -0.094 -1.104 -0.02 0.01 -0.02
C 4.135 -0.220 3.177 -0.12 0.07 0.09
C 3.270 -0.862 2.338 0.23 -0.06 -0.06
C -3.169 1.446 -3.793 0.00 -0.09 -0.10
S 2.299 -3.043 -0.411 -0.10 0.04 0.02
C 4.449 2.954 0.034 0.07 0.01 -0.03
C 0.089 -0.118 4.475 0.07 -0.05 0.10
H -4.976 -1.147 0.793 -0.01 0.00 -0.01
P -1.861 0.889 0.451 -0.17 -0.28 -0.38
H -2.141 3.220 0.847 0.01 0.05 0.03
C -0.596 -1.600 6.419 -0.10 -0.15 0.52
C -0.673 -2.173 -2.716 -0.02 -0.12 0.02
C 4.726 -2.450 0.073 0.02 0.01 -0.06
C 2.278 -0.532 -2.877 0.06 0.04 -0.01
H -5.503 4.384 -4.734 0.00 -0.01 0.00
C 4.757 0.738 -0.561 -0.01 -0.01 -0.08
H -4.389 -0.134 3.023 0.00 0.01 0.00
C -4.546 1.540 1.012 -0.01 0.06 0.02
C -4.336 3.511 -3.194 0.04 -0.03 0.03
N -0.240 -0.751 2.222 -0.13 -0.12 0.83
H 4.724 -0.368 5.310 -0.01 -0.01 0.00
H -2.789 -0.812 2.815 -0.01 -0.01 -0.01
H 3.066 0.026 -3.388 0.01 -0.01 -0.03
C -4.853 3.567 -4.452 0.00 -0.04 -0.07
C -3.487 2.434 -2.836 -0.04 0.11 0.04
C 3.495 -4.196 -0.812 0.02 -0.02 0.05
H 5.898 2.412 -1.466 -0.02 0.00 0.00
H -0.419 2.765 0.898 -0.02 -0.01 -0.02
H -0.304 0.935 -4.623 0.00 0.04 0.01
O -1.571 -3.927 1.590 -0.02 0.03 0.11
S 3.356 2.120 1.051 -0.23 0.05 -0.12
C 0.984 0.273 -2.963 -0.06 -0.08 0.00
H -4.228 -0.567 -0.695 -0.01 0.01 0.02
H -5.483 1.176 1.439 0.00 0.03 0.01
H 5.605 -1.940 0.444 -0.01 -0.01 -0.01
C -1.148 -2.808 1.481 -0.01 0.09 -0.18
C 5.138 2.097 -0.765 0.02 -0.02 0.04
C -0.727 -1.934 2.630 0.01 0.10 -0.11
H -4.738 1.840 -0.014 0.01 -0.01 -0.04
H 2.591 -0.689 -1.855 0.08 0.02 0.16
H -3.336 -1.651 0.379 0.02 -0.01 0.02
H -1.302 -3.192 4.250 -0.01 0.01 0.03
C 0.617 0.388 -4.443 -0.01 0.00 -0.05
C -4.034 -0.817 0.352 0.01 0.04 -0.02
C -3.392 0.070 2.627 0.01 -0.05 -0.01
H 3.210 -5.144 -1.239 0.02 0.01 -0.01
H 1.370 1.625 -1.292 0.06 -0.03 0.12
C -4.556 2.557 -5.406 -0.03 0.07 0.03
H -4.987 2.624 -6.396 0.00 0.00 0.00
N -2.278 0.464 -3.507 -0.02 0.03 0.03
H -4.562 4.256 -2.444 0.01 0.00 0.00
O 1.670 -0.409 0.564 0.27 -0.19 -0.56
H -1.098 -1.987 -3.701 0.02 -0.03 -0.03
H -1.458 2.406 2.288 -0.03 0.01 0.00
O 0.378 -1.228 7.099 -0.06 0.01 -0.22
C 0.184 0.139 3.125 0.02 -0.11 -0.03
H 4.541 4.026 0.098 0.01 -0.02 0.00
C -3.532 0.401 1.136 0.11 -0.05 0.08
H -1.376 -2.723 -2.091 0.02 0.06 0.00
Co -0.128 -0.601 0.360 0.35 0.81 -0.02
S 2.547 -2.203 3.133 -0.13 -0.07 0.00
H 3.069 -2.403 5.497 0.01 0.03 0.01
H 0.533 -0.591 -4.918 -0.02 0.01 0.02
```
Positions in Å, forces in eV/Å.

***

(2)
This record from the Open Molecules 2025 dataset describes C38H40F11N5O4P2PbS3 as an isolated structure. The level of theory is ωB97M-V/def2-TZVPD.

The value obtained for the lowest unoccupied orbital energy (spin up / spin down) is -3.08 / -3.25 eV. Its gap between HOMO and LUMO (spin up / spin down) is 0.1823 / 0.1809 hartree. As for the largest force on an atom: 0.00529 hartree/bohr. Its HOMO energy (spin up / spin down) is -0.295 / -0.300 Ha.

The geometry in XYZ format:
```
104
Properties=species:S:1:pos:R:3:forces:R:3
H 0.623 -2.362 4.168 -0.01 -0.02 0.01
H -0.296 -4.635 3.210 -0.02 0.01 0.00
O 3.877 1.107 -2.676 -0.08 0.05 -0.01
H 0.237 1.724 5.318 -0.02 0.00 0.00
C -3.572 2.951 1.332 0.01 0.00 -0.02
C -1.807 -4.669 -3.952 -0.01 0.02 0.08
F 4.543 1.936 -6.253 -0.03 -0.04 -0.02
H -5.507 4.481 0.213 0.00 0.00 0.00
F 0.305 -1.979 -5.202 0.00 0.02 0.02
C -1.850 -5.054 -1.491 0.05 0.09 -0.07
C -2.596 -2.735 2.966 -0.01 0.00 -0.02
C -1.577 -4.244 -2.621 0.05 -0.17 -0.01
H -1.108 0.076 -3.671 -0.03 -0.02 0.00
H -1.004 4.115 -3.556 -0.02 -0.03 -0.03
H -0.503 2.312 3.059 0.00 -0.02 0.00
F 1.577 -3.510 -4.363 0.02 0.00 0.03
C -0.206 4.222 -2.827 0.03 -0.02 0.03
H 1.021 2.488 -3.258 0.02 0.03 -0.02
H -2.789 -0.387 -1.854 0.01 -0.03 0.05
S 3.295 0.383 0.578 0.26 -0.03 0.06
H -0.596 4.745 -1.952 -0.03 -0.01 0.01
F 2.124 2.716 2.044 0.04 -0.02 0.00
C -1.704 2.133 -0.587 -0.10 0.11 -0.10
O 5.759 0.536 -4.184 -0.05 -0.04 -0.05
C 2.869 2.149 4.165 0.13 -0.02 -0.04
F 2.251 -2.357 -6.059 0.02 0.04 -0.04
F 4.358 -1.392 2.760 -0.02 0.07 0.00
C 0.136 0.946 4.570 -0.10 -0.04 0.06
H 0.082 -4.412 0.690 0.00 0.02 -0.02
C 2.046 -3.566 0.858 -0.02 -0.01 0.01
H 1.047 -5.555 2.552 0.00 -0.01 0.00
C 0.461 2.908 -2.417 0.02 0.02 0.04
H -3.597 -3.165 3.025 0.00 0.00 0.01
S 4.358 0.646 -3.954 0.00 -0.07 0.17
H -3.667 1.077 -2.318 -0.01 -0.01 -0.01
H -2.602 1.325 -5.157 0.00 0.00 -0.01
C 1.426 3.175 -1.256 0.05 0.01 -0.07
C 0.897 -0.728 6.296 0.01 0.03 -0.03
C -2.023 1.856 -4.399 0.01 -0.03 0.01
H -1.119 2.229 -4.880 0.02 0.03 0.01
H 2.587 -4.514 0.854 0.02 0.00 0.02
H 2.045 -3.198 -0.171 -0.01 0.00 0.00
P -0.614 1.506 -1.909 -0.18 -0.16 0.10
H -3.115 -0.940 0.887 0.01 0.01 0.00
H -4.089 -2.404 0.732 -0.01 0.01 0.00
P -0.354 -2.239 1.289 -0.21 -0.11 -0.06
C 2.760 1.845 2.824 0.06 0.03 0.06
F 2.341 3.271 4.654 -0.02 0.02 0.00
H 1.376 -4.073 3.428 0.01 -0.02 0.02
S 2.264 -1.048 -3.728 0.13 0.03 -0.08
F 3.581 1.529 6.318 0.01 0.01 -0.05
N -0.763 0.590 1.012 -0.13 0.18 -0.09
F 2.518 1.782 -5.514 -0.05 -0.01 0.03
C -0.060 -1.048 2.627 0.01 0.10 -0.04
C -1.714 0.887 -3.262 -0.02 0.09 -0.04
C -2.122 -2.775 1.514 0.04 -0.06 0.10
C -2.652 1.979 1.647 -0.06 0.01 0.02
C 3.277 0.660 2.282 -0.14 0.07 -0.11
H 2.008 4.073 -1.471 0.03 -0.01 -0.01
H -2.650 -1.708 3.333 -0.01 0.01 0.00
H 0.561 4.862 -3.269 -0.01 0.02 0.01
C -0.417 0.292 2.311 0.06 -0.10 0.10
H 1.618 -1.545 6.294 0.02 -0.02 0.00
F 4.592 -0.795 5.357 -0.04 0.02 0.00
H -2.101 -3.816 1.172 -0.02 0.04 0.00
C -3.565 3.568 0.080 0.00 -0.01 0.02
N -2.031 -5.629 -0.506 -0.02 -0.04 0.04
O 2.448 -1.764 -2.476 0.03 -0.12 -0.05
H -2.704 1.482 2.606 -0.01 0.01 -0.01
H 0.883 3.352 -0.323 0.00 0.01 0.00
C -0.302 1.278 3.308 -0.05 -0.01 0.02
C -2.634 3.126 -0.859 0.00 -0.02 -0.01
N -0.659 -1.977 -1.952 0.07 0.10 -0.22
H -2.664 3.560 -1.850 0.01 0.01 -0.02
H 0.033 -1.051 6.882 0.01 0.00 0.01
C 1.567 -2.310 -4.931 0.02 -0.06 0.03
H -2.627 2.702 -4.066 -0.01 0.01 0.00
C -4.538 4.660 -0.253 0.00 -0.01 0.01
H -3.516 -0.267 -3.453 0.01 -0.02 0.00
H -4.170 5.621 0.113 0.00 0.01 0.00
H -4.325 3.227 2.060 0.00 0.01 0.01
H -2.804 -2.080 -0.431 0.01 0.01 -0.02
N -2.006 -5.008 -5.035 0.00 0.00 -0.05
H 2.131 2.362 -1.106 0.04 -0.06 0.01
C 0.635 -3.789 1.405 0.05 0.02 0.12
H -4.682 4.749 -1.329 0.00 0.00 -0.01
C 3.875 -0.229 3.185 0.07 -0.10 0.05
H 1.342 0.124 6.809 0.00 0.00 0.01
H -1.953 -3.297 3.643 0.03 0.00 0.00
C 0.679 -4.544 2.734 0.00 -0.03 -0.05
F 3.904 3.149 -4.578 0.03 0.01 -0.02
C 0.473 -0.368 4.901 0.00 0.00 -0.01
H 2.611 -2.863 1.474 0.01 0.01 -0.01
C 3.499 1.258 5.020 0.01 0.04 0.00
N 3.597 -0.662 -4.452 -0.16 0.13 0.11
C -1.671 1.567 0.717 0.09 -0.09 0.09
Pb 0.816 -0.551 -0.716 0.16 0.06 -0.11
O 1.251 -0.011 -3.642 0.01 0.00 -0.04
C -1.035 -3.012 -2.330 -0.15 0.06 0.12
C 0.375 -1.343 3.912 0.02 0.01 -0.02
C -2.995 0.295 -2.677 0.00 0.01 -0.03
C 4.003 0.065 4.528 -0.01 -0.06 0.01
C 3.794 1.949 -5.158 0.06 0.03 0.03
C -3.082 -1.999 0.618 0.01 0.00 -0.02
```
Positions in Å, forces in eV/Å.